{"formula": "C26H43IrN3P2", "method": "wB97M-V/def2-TZVPD", "symbols": ["Ir", "C", "C", "C", "C", "C", "C", "H", "H", "H", "C", "H", "H", "H", "C", "H", "H", "H", "C", "H", "H", "H", "C", "H", "H", "H", "C", "C", "C", "C", "C", "C", "C", "C", "H", "H", "H", "H", "H", "H", "H", "H", "H", "H", "H", "H", "P", "P", "C", "C", "H", "H", "H", "H", "C", "H", "H", "H", "C", "H", "H", "H", "C", "H", "H", "H", "C", "H", "H", "H", "N", "C", "N", "C", "N"], "xyz": [[-0.58979, -0.66645, -2.47127], [-0.47559, -2.46124, 2.74210], [0.84686, -2.52492, 2.22520], [0.82194, -0.95614, 3.88952], [-0.49572, -1.47144, 3.74813], [1.65739, -1.60844, 2.94610], [-1.66330, -3.21426, 2.26123], [-1.40880, -3.77587, 1.35441], [-2.47309, -2.51177, 2.02083], [-2.02423, -3.92729, 3.01942], [-1.69767, -1.05053, 4.50440], [-2.53548, -0.82856, 3.82173], [-1.50277, -0.14570, 5.09755], [-2.03047, -1.85117, 5.18859], [1.25213, 0.03465, 4.89673], [1.42028, -0.45261, 5.87310], [0.50502, 0.82829, 5.05835], [2.20091, 0.50908, 4.61005], [3.08135, -1.32293, 2.65886], [3.73995, -2.05998, 3.14360], [3.34621, -0.32330, 3.02526], [3.26422, -1.36498, 1.57600], [1.30965, -3.33171, 1.08044], [2.10867, -4.02628, 1.33619], [1.69239, -2.68248, 0.28594], [0.49736, -3.91661, 0.64770], [-1.82100, 0.46633, -3.63730], [-1.84518, -0.95967, -3.92857], [-1.15160, -1.46141, -5.14291], [0.39376, -1.53599, -4.99801], [0.91046, -1.10615, -3.66470], [0.92488, 0.31954, -3.28693], [0.48012, 1.37689, -4.24518], [-1.05178, 1.42891, -4.46333], [-1.42088, -0.89964, -6.04810], [0.88420, -0.99542, -5.81733], [-1.51263, -2.48249, -5.30780], [-1.26981, 1.23382, -5.52050], [-2.72315, 0.88485, -3.17439], [-2.73861, -1.44998, -3.57500], [-1.39815, 2.46550, -4.28217], [0.84796, 2.34684, -3.87559], [1.71461, 0.57760, -2.57575], [0.97654, 1.25008, -5.21452], [0.69636, -2.58155, -5.15307], [1.71295, -1.70672, -3.24105], [-1.21310, 1.31585, -0.77589], [1.47072, 1.85052, 0.51746], [-0.59129, 2.98055, -1.09643], [0.87407, 3.14634, -0.63704], [-1.22831, 3.54832, -0.41908], [-0.73042, 3.40110, -2.09859], [1.56369, 3.15236, -1.49210], [1.02935, 4.08974, -0.10997], [1.80446, 2.51481, 2.15238], [1.40124, 1.82029, 2.89708], [1.29210, 3.46333, 2.28430], [2.87179, 2.63665, 2.32935], [3.09517, 1.49940, -0.25327], [3.38995, 2.37280, -0.86317], [3.00518, 0.61063, -0.90911], [3.84717, 1.30028, 0.52968], [-3.02793, 1.30531, -0.82103], [-3.28888, 0.33038, -0.38155], [-3.57491, 1.41642, -1.75927], [-3.29033, 2.10888, -0.14127], [-0.93790, -1.86300, -0.94815], [-0.70369, -1.44716, 0.03892], [-0.28874, -2.74705, -1.11583], [-1.97635, -2.22203, -0.91835], [-1.19230, 1.51032, 1.24227], [-1.66980, 2.03898, 2.19595], [-2.24752, 2.58781, 3.19260], [-1.75975, 2.59354, 4.43822], [-1.38017, 2.61597, 5.53395]], "atomic_forces_ev_per_a": [[-1.1, 0.8, 5.7], [-0.1, -0.2, -0.4], [0.1, -0.2, -0.1], [0.1, 0.2, 0.6], [-0.3, 0.2, 0.4], [-0.1, 0.1, -0.3], [0.3, -0.1, -0.2], [-0.2, 0.1, 0.3], [0.1, -0.2, 0.2], [0.0, 0.3, -0.2], [-0.1, 0.4, 0.2], [0.2, -0.2, 0.2], [-0.1, -0.3, -0.1], [0.1, 0.2, -0.2], [0.2, 0.5, 0.1], [-0.1, 0.1, -0.2], [0.2, -0.3, 0.0], [-0.3, -0.2, 0.2], [0.0, 0.2, 0.0], [-0.1, 0.2, -0.1], [0.1, -0.3, -0.1], [0.0, -0.1, 0.3], [-0.2, -0.3, -0.4], [0.1, 0.0, 0.2], [0.1, 0.0, 0.1], [0.1, 0.0, 0.1], [-2.3, 0.2, -0.7], [-2.0, 1.7, -1.6], [0.2, -1.3, -0.9], [0.0, -0.9, -1.0], [2.5, 1.4, -0.8], [2.8, -0.5, -1.2], [0.2, 1.0, -0.3], [0.3, 1.1, -0.8], [-0.1, 0.0, 0.4], [0.0, 0.1, 0.3], [0.1, 0.2, -0.1], [0.0, 0.1, 0.1], [0.6, -0.4, -0.4], [-0.3, -0.4, -0.2], [0.0, -0.6, 0.0], [-0.2, -0.2, -0.1], [-0.2, 0.1, -0.2], [0.0, -0.1, 0.2], [-0.1, 0.3, 0.1], [-0.1, 0.0, 0.1], [0.7, -0.6, 1.1], [0.0, -2.0, -1.4], [0.2, 0.8, 0.8], [0.2, 0.4, 0.1], [-0.1, 0.4, -0.1], [-0.2, -0.5, 0.0], [-0.3, 0.0, 0.2], [-0.3, 0.3, -0.3], [-0.1, 0.3, 0.5], [0.1, 0.2, -0.1], [0.1, 0.2, 0.2], [0.0, 0.2, 0.0], [0.4, 0.1, 0.0], [0.3, -0.5, 0.3], [0.2, 0.5, 0.4], [-0.2, 0.1, -0.5], [0.0, 0.0, 0.7], [-0.2, 0.3, 0.0], [0.4, 0.2, 0.2], [-0.6, 0.0, 0.1], [-0.3, -2.4, 2.1], [0.1, 0.0, -0.2], [-0.3, 0.3, 0.1], [0.0, 0.1, -0.1], [-0.8, -0.3, -2.4], [-0.8, 0.6, 1.3], [1.1, -0.9, -1.4], [0.2, 0.1, 0.3], [-0.2, -0.2, -0.8]], "lowdin_spin": [1.41, 0.32, 0.32, 0.33, 0.33, 0.33, 0.05, 0.00, 0.01, 0.02, 0.05, 0.01, 0.00, 0.02, 0.05, 0.02, 0.01, 0.00, 0.05, 0.02, 0.00, 0.01, 0.05, 0.01, 0.01, 0.00, 0.16, 0.12, 0.03, 0.03, 0.15, 0.16, 0.04, 0.04, 0.00, 0.00, 0.00, 0.01, 0.01, 0.02, 0.00, 0.00, 0.01, 0.01, 0.00, 0.03, 0.14, 0.06, 0.02, 0.00, 0.00, 0.00, 0.00, 0.00, 0.01, 0.00, 0.00, 0.00, 0.01, 0.00, 0.00, 0.00, 0.03, 0.00, 0.00, 0.00, 0.33, 0.02, 0.05, 0.05, 0.02, 0.00, 0.00, 0.00, 0.00], "gap_ev": [6.83, 5.21], "homo_ev": [-13.2, -13.4], "max_force_ha_per_bohr": 0.11427, "e_tot_ev": -53523.169, "s2": 8.772, "de_lowest_kcal_mol": 39.5, "charge": 2, "spin_multiplicity": 6}

***

{"formula": "C22H40Cl3IN7O5P2Ti", "method": "wB97M-V/def2-TZVPD", "symbols": ["Ti", "C", "N", "C", "P", "O", "O", "P", "O", "N", "C", "C", "N", "C", "C", "N", "C", "C", "H", "H", "H", "H", "H", "H", "H", "H", "H", "H", "H", "H", "H", "H", "H", "H", "H", "H", "H", "H", "H", "H", "H", "H", "Cl", "C", "Cl", "Cl", "C", "O", "O", "I", "C", "C", "N", "N", "C", "H", "H", "H", "C", "N", "C", "C", "C", "C", "C", "C", "C", "C", "H", "H", "H", "H", "H", "H", "H", "H", "H", "H", "H", "H", "H"], "xyz": [[0.76712, 1.18835, -0.06289], [-0.53333, -0.67846, 5.14629], [-0.09238, 0.12101, 4.05075], [-0.00459, 1.56302, 4.29169], [0.34747, -0.68414, 2.67355], [0.96065, 0.11725, 1.52907], [-1.08061, -1.36390, 2.17246], [-1.79744, -1.14393, 0.69159], [-1.04144, -0.03525, -0.04740], [-1.76121, -2.53660, -0.16768], [-0.61713, -2.79179, -1.06855], [-2.55635, -3.82230, 0.13067], [-3.42284, -0.89236, 1.00691], [-4.39772, -1.05743, -0.08342], [-3.89140, -0.18263, 2.18234], [1.20007, -2.01303, 3.16615], [1.12571, -3.32715, 2.51863], [2.48910, -1.75056, 3.80592], [-0.80503, -1.69956, 4.83240], [-1.44955, -0.23452, 5.59378], [0.25807, -0.70569, 5.98846], [0.60625, 2.02801, 3.48341], [0.43762, 1.71018, 5.28704], [-0.96607, 2.06421, 4.35855], [-0.43933, -3.88851, -1.02071], [0.34465, -2.29389, -0.80487], [-0.82405, -2.56717, -2.09235], [-3.60509, -3.63936, 0.28866], [-2.07982, -4.29385, 0.98136], [-2.40154, -4.43750, -0.75193], [-3.91069, -1.25846, -1.07819], [-4.86598, -0.06976, -0.28244], [-5.13146, -1.77932, 0.10800], [-3.04267, 0.38987, 2.62516], [-4.35484, -0.82066, 2.99151], [-4.64634, 0.57354, 1.84892], [0.83428, -3.23289, 1.46425], [0.32259, -3.91291, 2.97491], [2.03900, -3.87732, 2.61061], [2.37039, -0.92929, 4.54714], [3.34395, -1.50072, 3.17122], [2.78807, -2.61240, 4.46927], [3.66899, 5.27906, 0.53135], [3.96433, 3.69148, -0.11509], [4.74220, 3.73406, -1.68092], [5.18683, 2.88670, 1.06513], [2.60724, 2.86053, -0.17967], [2.31220, 2.12836, 0.78401], [1.94451, 3.01707, -1.23064], [-3.72014, 5.63782, 0.97995], [-2.10038, 4.51423, 0.19424], [-1.50294, 4.71593, -1.04126], [-0.75983, 3.58409, -1.33301], [-0.71306, 2.76995, -0.20790], [-1.51747, 3.36167, 0.71386], [-1.57872, 5.55252, -1.72239], [0.07291, 3.55078, -1.95327], [-1.80543, 2.79001, 1.58621], [-0.80894, -0.29692, -3.92520], [-0.01221, 0.79980, -4.44925], [0.49543, 0.71333, -5.91443], [1.10910, 1.24084, -3.52542], [1.77878, 0.11347, -2.71195], [2.48626, -0.86631, -3.41086], [3.21200, -1.86957, -2.80145], [3.30815, -1.82831, -1.37003], [2.53695, -0.94727, -0.66576], [1.73130, 0.04271, -1.33780], [-1.63278, -0.42986, -4.67333], [-1.27066, -0.00560, -2.95086], [-0.21014, -1.20460, -3.82759], [-0.71728, 1.64216, -4.44118], [1.08722, -0.15933, -6.11427], [0.99525, 1.63362, -5.96517], [-0.40330, 0.67845, -6.56892], [0.65012, 1.94034, -2.85865], [1.78671, 1.84354, -4.16378], [2.38521, -0.78834, -4.50171], [3.72206, -2.62620, -3.40246], [3.97320, -2.43917, -0.78739], [2.48025, -0.98317, 0.44666]], "atomic_forces_ev_per_a": [[-1.9, 1.1, 1.1], [-0.2, -0.6, 2.4], [0.9, 0.4, -2.1], [0.8, 0.1, -0.3], [-0.8, -0.7, 0.5], [-0.7, -0.8, 2.8], [0.4, 0.6, -1.1], [-0.5, 0.3, -0.6], [-1.0, -1.3, 0.5], [-0.2, -0.4, 0.0], [0.9, -1.1, 0.9], [1.5, 1.5, -0.3], [1.6, -0.8, -0.3], [1.5, 2.1, -1.7], [-0.3, 1.0, 0.9], [0.4, 0.6, -0.6], [-1.8, 0.2, -0.6], [0.4, 0.1, 2.3], [0.3, 0.4, 0.2], [0.5, -0.2, -0.3], [-1.1, -0.1, -1.3], [-0.3, -0.2, 0.8], [0.3, 0.1, -0.4], [-0.4, -0.2, -0.3], [0.2, 0.7, -0.1], [-0.9, -0.2, 0.1], [-0.4, 0.3, -0.7], [-0.2, 0.2, 0.1], [-0.2, -0.3, 0.2], [-0.3, -0.1, 0.1], [-0.2, -0.2, 1.2], [-0.1, -0.5, 0.4], [-1.0, -1.1, 0.4], [-0.6, -0.4, -0.1], [0.5, 0.5, -1.0], [0.5, -0.6, 0.4], [0.4, -0.1, 0.1], [0.1, 0.0, 0.1], [0.6, 0.0, 0.0], [0.1, -0.2, -0.6], [-0.3, -0.1, -0.4], [-0.4, 0.6, -0.9], [-0.4, 0.3, -0.1], [0.9, -1.3, 1.2], [-0.2, 0.1, -0.1], [-1.2, 0.3, -0.9], [2.0, 1.9, -1.1], [0.1, 0.2, 0.2], [-0.5, -0.9, 0.9], [1.0, -0.5, -0.3], [-0.3, 1.0, -0.2], [0.1, -1.3, -0.2], [0.2, 1.1, 1.5], [-0.5, 1.6, -0.4], [0.0, -1.6, -1.5], [-0.1, -0.2, -0.1], [-0.8, 0.3, 0.9], [0.2, 0.3, 0.1], [-1.7, -0.8, -0.3], [-0.8, 2.4, -0.7], [-2.7, -0.6, 0.9], [0.7, -0.4, 0.3], [0.2, 0.1, -0.8], [-0.2, 0.0, -1.1], [0.3, 0.2, 1.1], [-0.1, -0.2, -1.2], [-1.0, 1.0, 0.1], [0.7, -1.1, -0.2], [0.6, -0.3, 0.8], [0.6, -0.3, -0.6], [-0.1, 0.2, 0.0], [1.8, -1.8, -0.3], [0.4, -0.3, 0.3], [0.9, 1.0, -0.9], [0.7, 0.1, 0.4], [-0.2, 0.2, 0.5], [-0.1, -0.6, 0.6], [0.5, -0.5, 0.3], [-0.1, 0.3, 0.3], [0.2, -0.6, -0.3], [0.5, 0.0, -1.1]], "lowdin_spin": [0.88, 0.00, 0.00, 0.00, 0.00, 0.00, 0.00, 0.00, 0.02, 0.00, 0.00, 0.00, 0.00, 0.00, 0.00, 0.00, 0.00, 0.00, 0.00, 0.00, 0.00, 0.00, 0.00, 0.00, 0.00, 0.00, 0.00, 0.00, 0.00, 0.00, 0.00, 0.00, 0.00, 0.00, 0.00, 0.00, 0.00, 0.00, 0.00, 0.00, 0.00, 0.00, 0.00, 0.00, 0.00, 0.00, 0.01, 0.01, 0.00, 0.00, 0.00, 0.00, 0.00, 0.00, 0.00, 0.00, 0.00, 0.00, 0.00, 0.00, 0.00, 0.01, 0.03, 0.00, 0.03, -0.01, 0.02, -0.01, 0.00, 0.00, 0.00, 0.00, 0.00, 0.00, 0.00, 0.00, 0.00, 0.00, 0.00, 0.00, 0.00], "gap_ev": [7.33, 8.78], "homo_ev": [-12.4, -13.8], "max_force_ha_per_bohr": 0.06017, "e_tot_ev": -131482.937, "s2": 0.757, "de_lowest_kcal_mol": 32.9, "charge": 2, "spin_multiplicity": 2}

***

{"formula": "C9H11NOS", "method": "wB97M-V/def2-TZVPD", "symbols": ["C", "C", "C", "C", "C", "C", "C", "C", "C", "N", "O", "S", "H", "H", "H", "H", "H", "H", "H", "H", "H", "H", "H"], "xyz": [[0.41773, 3.03824, 0.29668], [0.28547, 2.45510, -0.98694], [0.00707, 2.25273, 1.43657], [-0.09882, 1.12835, -1.15590], [-0.44716, 0.96346, 1.24468], [-0.45961, 0.36770, -0.03881], [-0.37388, -1.90318, -1.18072], [-1.70110, -1.57030, 0.86130], [-0.80505, -1.06466, -0.24554], [2.39344, -2.32182, 0.37753], [2.42066, -0.68019, -1.55553], [2.32997, -0.94056, -0.15939], [0.79435, 4.09918, 0.42470], [0.66565, 3.06155, -1.85906], [0.14691, 2.54577, 2.44381], [-0.60821, 0.95189, -2.21941], [-0.89626, 0.56921, 2.07496], [0.13543, -1.60902, -2.05311], [-0.58275, -2.93836, -1.02652], [2.20569, -3.12652, -0.21865], [-2.12391, -2.60492, 0.78163], [-1.08088, -1.62450, 1.79852], [-2.62475, -1.04915, 0.95917]], "atomic_forces_ev_per_a": [[-0.1, -0.5, 0.8], [1.5, 1.5, 0.4], [1.0, 0.6, -2.7], [-2.4, 1.2, -1.8], [0.7, 1.1, -2.5], [-0.1, -0.2, -0.8], [-0.7, 0.4, 0.5], [0.9, -2.3, 1.0], [-1.4, 0.0, 1.2], [-0.6, -0.9, 0.4], [0.0, 0.1, -1.7], [0.8, 0.7, 1.5], [-0.5, -1.5, -0.2], [-0.9, -0.7, 0.9], [-0.2, 0.8, 0.7], [2.0, -0.6, 2.2], [-0.7, -1.8, 1.8], [0.9, 0.3, -0.7], [-0.4, -0.6, -0.3], [0.4, 0.1, -0.1], [1.0, 0.5, -0.6], [-1.0, 0.4, -0.5], [-0.3, 1.2, 0.4]], "mulliken_charge": [-0.37, -0.53, -0.69, 0.01, -0.39, 0.40, -1.53, -1.53, 1.21, -0.45, -0.45, 0.61, 0.31, 0.31, 0.41, 0.17, 0.42, 0.42, 0.36, 0.29, 0.41, 0.27, 0.37], "gap_ev": 8.66, "homo_ev": -8.8, "max_force_ha_per_bohr": 0.06287, "e_tot_ev": -23881.478, "de_lowest_kcal_mol": 68.6, "charge": 0}